# 1
Here is 2 unconnected molecules or ions with the total composition C4H11NO2 at a distorted geometry from the Open Molecules 2025 dataset. Energies are from ωB97M-V/def2-TZVPD.

Output
* energy relative to the best compared isomer or geometry (same formula, charge and spin): 52.50 kJ/mol
* total energy: -9911.69778 eV
* E_HOMO: -9.707 eV
* SMILES: CCC(=O)NC.O

Cartesian coordinates (Å):
C: 0.2931 1.5178 0.2376
C: -0.4591 0.1675 0.3670
C: -0.4166 -0.7908 -0.8031
O: -0.1608 -1.9691 -0.6414
N: -0.8131 -0.2947 -2.0111
C: -1.3368 -1.2228 -2.9967
H: -0.2410 2.2659 -0.3504
H: 1.2690 1.3108 -0.1971
H: 0.4054 1.9101 1.2422
H: 0.0489 -0.3404 1.1865
H: -1.4811 0.3828 0.6788
H: -1.1695 0.6454 -2.0185
H: -1.9358 -0.6731 -3.7246
H: -0.5504 -1.7733 -3.5002
H: -2.0155 -1.9351 -2.5209
O: 2.7243 0.3683 5.3496
H: 3.6442 0.3973 5.0786
H: 2.1949 0.0336 4.6236



# 2
Here is 2 unconnected molecules or ions with the total composition C4H11NO2 at a distorted geometry from the Open Molecules 2025 dataset. Energies are from ωB97M-V/def2-TZVPD.

Output
* energy relative to the best compared isomer or geometry (same formula, charge and spin): 135.30 kJ/mol
* total energy: -9910.83953 eV
* E_HOMO: -9.543 eV
* SMILES: CC(C)NC=O.O

Cartesian coordinates (Å):
C: -0.5304 -0.3144 1.4867
C: 0.6977 0.3072 0.7770
C: 1.9153 -0.6418 0.7465
N: 0.3157 0.6172 -0.6216
C: -0.7041 1.5503 -0.8030
O: -1.8784 1.3326 -0.8389
H: -1.2377 -0.5870 0.7111
H: -0.3376 -1.1476 2.1529
H: -0.9830 0.4930 2.0677
H: 1.0077 1.2338 1.2681
H: 2.7675 -0.2829 0.1794
H: 1.4811 -1.5364 0.2889
H: 2.2137 -0.8743 1.7669
H: 1.0885 0.7896 -1.2503
H: -0.3296 2.5707 -1.0522
O: -1.6599 -1.1830 -2.6030
H: -2.2266 -0.4483 -2.3317
H: -1.5999 -1.8786 -1.9446



# 3
Here is a single C4H11NO2 molecule at a distorted geometry from the Open Molecules 2025 dataset. Energies are from ωB97M-V/def2-TZVPD.

Output
* energy relative to the best compared isomer or geometry (same formula, charge and spin): 135.86 kJ/mol
* total energy: -9910.83379 eV
* E_HOMO: -9.150 eV
* SMILES: C[C@@H](O)[C@@H](N)CO

Cartesian coordinates (Å):
C: 1.8896 -0.3756 -0.8689
C: 0.4587 -0.8836 -0.7315
O: 0.5128 -1.9054 0.2477
C: -0.5087 0.2223 -0.2470
N: -1.8680 -0.2934 -0.2374
C: -0.1100 0.8863 1.0743
O: -0.5413 2.2663 1.0541
H: 2.4619 -1.1243 -1.4153
H: 2.0099 0.6664 -1.1217
H: 2.3029 -0.4258 0.1485
H: -0.0103 -1.1728 -1.6754
H: -0.3589 -2.3305 0.2481
H: -0.4611 1.0833 -0.9246
H: -2.4773 0.0831 -0.9383
H: -2.3227 -0.3561 0.6499
H: 0.9621 0.8808 1.2228
H: -0.5944 0.4381 1.9412
H: -1.3452 2.3410 1.5735



# 4
Here is 2 unconnected molecules or ions with the total composition C4H11NO2 at a distorted geometry from the Open Molecules 2025 dataset. Energies are from ωB97M-V/def2-TZVPD.

Output
* energy relative to the best compared isomer or geometry (same formula, charge and spin): 171.84 kJ/mol
* total energy: -9910.46082 eV
* E_HOMO: -8.594 eV
* SMILES: CCNCC=O.O

Cartesian coordinates (Å):
C: 0.2560 1.8241 -1.8072
C: 0.2184 0.9500 -0.5583
N: -0.1221 -0.4392 -0.9628
C: 0.2424 -1.4391 0.0022
C: -0.9511 -2.3320 0.3918
O: -0.9963 -2.8898 1.4600
H: 1.0280 1.4793 -2.4865
H: 0.4040 2.8647 -1.5153
H: -0.7276 1.8045 -2.2531
H: -0.4495 1.2083 0.2555
H: 1.2585 0.9070 -0.2106
H: 0.0604 -0.6282 -1.9345
H: 0.9789 -2.1576 -0.3827
H: 0.5710 -1.1037 0.9786
H: -1.7502 -2.4535 -0.3641
O: 0.0867 1.0147 2.8086
H: 0.4969 0.2009 3.1225
H: -0.6045 1.1896 3.4558



# 5
Here is 2 unconnected molecules or ions with the total composition C4H11NO2 at a distorted geometry from the Open Molecules 2025 dataset. Energies are from ωB97M-V/def2-TZVPD.

Output
* energy relative to the best compared isomer or geometry (same formula, charge and spin): 248.78 kJ/mol
* total energy: -9909.66345 eV
* E_HOMO: -9.838 eV
* SMILES: CNC(C)=O.CO

Cartesian coordinates (Å):
C: -0.2096 3.2788 0.1250
N: 0.8909 2.1895 -0.0685
C: 0.5182 0.8803 -0.0432
C: 1.5950 -0.1569 0.2535
O: -0.6886 0.6633 -0.2903
H: -0.9195 2.7351 0.9867
H: 0.2513 3.9937 0.7809
H: -0.6643 3.6769 -0.8282
H: 1.7913 2.5689 0.6269
H: 2.3873 0.3974 0.6647
H: 1.8609 -0.7685 -0.6980
H: 1.1314 -0.8956 0.9733
C: -1.2641 -3.3893 -0.6587
O: -1.4246 -2.7520 0.6140
H: -1.1256 -4.4158 -0.3587
H: -2.1363 -3.1570 -1.2776
H: -0.3930 -3.0365 -1.2096
H: -1.6007 -1.8121 0.4079



# 6
Here is 2 unconnected molecules or ions with the total composition C4H11NO2 at a distorted geometry from the Open Molecules 2025 dataset. Energies are from ωB97M-V/def2-TZVPD.

Output
* energy relative to the best compared isomer or geometry (same formula, charge and spin): 193.04 kJ/mol
* total energy: -9910.24114 eV
* E_HOMO: -9.344 eV
* SMILES: CC(=O)O.CCN

Cartesian coordinates (Å):
C: -2.1107 -2.4142 -1.9252
C: -1.1264 -1.6623 -1.0795
O: -1.2923 -1.2307 0.0278
O: 0.0687 -1.4925 -1.5359
H: -1.4234 -3.0545 -2.5889
H: -2.8126 -1.7483 -2.4634
H: -2.7895 -3.1015 -1.4554
H: 0.6643 -1.0569 -0.6450
C: 1.1621 2.5180 1.6781
C: 1.3595 1.5065 0.5596
N: 0.8028 0.1812 0.9077
H: 0.4583 2.1790 2.5227
H: 0.6278 3.3943 1.1712
H: 2.0120 2.9667 1.9431
H: 0.9362 1.6888 -0.3722
H: 2.5427 1.3633 0.4240
H: -0.2571 0.1788 1.0147
H: 1.1775 -0.2158 1.8166